{"formula": "C5H4I2", "method": "ωB97M-V with the def2-TZVPD basis set", "de_lowest_kj_mol": 406.3, "elements": ["I", "I", "C", "C", "C", "C", "C", "H", "H", "H", "H"], "xyz": [[2.86462, -0.88504, -0.56528], [4.27766, 1.96365, -1.22606], [-1.36400, 0.35526, -0.05570], [-1.85135, -0.55603, 0.97727], [-0.05119, -0.17391, -0.53995], [-2.52916, -1.26786, 1.65729], [1.00209, -0.38745, 0.27182], [0.05251, -0.30987, -1.66941], [-1.06340, 1.23495, 0.58496], [0.88366, -0.28966, 1.31831], [-2.22144, 0.31595, -0.75326]], "atomic_forces_ev_per_a": [[-0.54, -0.09, 0.49], [0.02, 0.12, -0.02], [0.33, -0.58, 2.08], [0.20, 0.35, -0.44], [1.64, -0.34, -2.03], [-0.78, -1.06, 1.11], [-1.07, 0.05, -2.25], [-0.01, 0.20, 1.70], [-1.15, 0.10, -1.50], [0.43, 0.06, 0.98], [0.93, 1.20, -0.12]], "nbo_charge": [0.303, -0.188, -0.541, -0.230, -0.165, 0.197, -0.366, 0.226, 0.267, 0.220, 0.276]}

{"formula": "C21H50BNO7Si2", "method": "ωB97M-V with the def2-TZVPD basis set", "de_lowest_kj_mol": 0.0, "elements": ["Si", "Si", "O", "O", "O", "O", "O", "O", "O", "N", "C", "C", "C", "C", "C", "C", "C", "C", "C", "C", "C", "C", "C", "C", "C", "C", "C", "C", "C", "C", "C", "B", "H", "H", "H", "H", "H", "H", "H", "H", "H", "H", "H", "H", "H", "H", "H", "H", "H", "H", "H", "H", "H", "H", "H", "H", "H", "H", "H", "H", "H", "H", "H", "H", "H", "H", "H", "H", "H", "H", "H", "H", "H", "H", "H", "H", "H", "H", "H", "H", "H", "H"], "xyz": [[-1.51992, -1.82212, 0.57723], [1.00791, -0.28743, 0.94528], [-0.52583, -0.75889, 1.37268], [1.15558, 1.41434, 3.34927], [0.73155, 0.95007, -3.48516], [2.72470, -4.41616, -0.83360], [3.33431, -2.77683, -2.19808], [0.93766, -0.09301, -0.69122], [-3.72253, 4.09294, 0.44252], [-3.18180, -1.42670, 0.88799], [-3.70512, -0.31608, 0.06188], [4.61268, -0.96272, 2.05492], [-6.08297, -0.37906, -0.98502], [1.53879, 2.85597, 1.32766], [-3.47882, 5.43250, 0.05073], [1.96040, 0.52974, -1.45052], [-5.21572, -0.10315, 0.25597], [-2.67497, 3.45538, 1.15186], [-1.00229, -4.48672, -0.13555], [1.36817, 1.58199, -2.37657], [-2.27759, 5.60322, -0.86405], [2.19283, -1.65470, 1.43672], [4.56233, 0.56163, 2.19933], [-1.11693, -3.57740, 1.09994], [3.66946, -1.52744, 0.99245], [0.26432, -4.14398, -0.93748], [-2.31526, 4.12600, 2.46529], [2.87137, -3.86875, -2.07687], [1.44746, -4.96628, -0.46024], [2.50427, -4.76165, -3.24188], [2.41949, 2.57710, -2.83587], [1.29137, 1.45142, 1.98365], [5.53112, 0.97337, 2.48307], [-3.49274, -0.55212, -0.98209], [1.37456, 0.57033, 3.75653], [0.79456, 3.03665, 0.54297], [-3.24176, -1.12632, 1.86037], [1.47561, -4.96906, 0.62976], [1.80592, -2.61759, 1.09109], [2.45533, -0.23183, -2.06105], [3.84335, 0.89199, 2.95123], [-0.16841, -3.60080, 1.64602], [-1.34286, 5.33530, -0.36922], [2.25862, -5.77480, -2.93340], [-1.88366, -4.39081, -0.77243], [-3.38175, 6.08238, 0.92804], [-5.53112, -0.76424, 1.06551], [0.51540, -3.08674, -0.80516], [-2.38304, 4.98276, -1.75512], [5.63157, -1.25810, 1.79573], [2.96162, 3.00428, -1.99150], [-6.82545, -1.15415, -0.79651], [0.09986, -4.28705, -2.00602], [-2.19790, 6.64605, -1.17429], [2.72084, 0.98589, -0.80281], [-4.38744, 5.73449, -0.47067], [1.29050, 1.04911, -4.26114], [-3.03711, 2.44640, 1.34524], [2.50992, 2.85025, 0.82318], [-1.78820, 3.35479, 0.51389], [-5.39076, 0.91711, 0.60317], [3.34508, -4.77816, -3.93188], [-1.93466, 5.13802, 2.31938], [-1.53799, 3.55461, 2.97557], [0.56656, 2.10000, -1.84024], [-3.18947, 4.18487, 3.11520], [1.36972, -6.00962, -0.78416], [1.48286, 3.66642, 2.05699], [-0.96652, -5.53886, 0.16635], [4.40278, -1.43901, 3.01739], [-1.34428, -1.72813, -0.88693], [2.15291, -1.70770, 2.53550], [3.76051, -0.91761, 0.08862], [4.26168, 1.02692, 1.25637], [1.96099, 3.39351, -3.39366], [-6.61306, 0.51316, -1.31757], [-5.47489, -0.72900, -1.82164], [-3.17094, 0.61439, 0.27412], [-1.88623, -3.93208, 1.79100], [1.65419, -4.32900, -3.76824], [4.02157, -2.51604, 0.69737], [3.14774, 2.08258, -3.48721]], "atomic_forces_ev_per_a": [[-0.25, -0.09, 0.00], [0.02, 0.05, 0.34], [0.15, -0.15, -0.33], [0.61, 0.23, 0.05], [-0.13, 0.08, -0.03], [-0.09, 0.44, 0.06], [0.26, 0.29, -0.07], [0.14, 0.04, -0.03], [-0.05, -0.05, 0.01], [0.45, 0.45, 0.09], [-0.11, -0.05, -0.04], [0.08, 0.04, -0.07], [0.06, -0.07, -0.05], [-0.52, -0.10, 0.02], [-0.01, 0.02, -0.02], [-0.01, -0.10, -0.14], [-0.03, -0.04, 0.05], [0.08, 0.00, 0.00], [0.12, 0.03, 0.04], [-0.01, 0.01, -0.02], [0.00, -0.04, -0.01], [0.16, 0.11, 0.12], [-0.18, 0.01, 0.05], [0.00, -0.08, 0.03], [-0.04, -0.07, 0.06], [-0.02, -0.01, 0.01], [0.01, 0.07, 0.01], [-0.27, -0.69, 0.07], [0.08, -0.18, -0.02], [-0.08, 0.13, 0.05], [0.01, -0.01, -0.06], [0.04, -0.14, -0.10], [-0.02, 0.01, 0.02], [-0.01, -0.03, 0.00], [-0.51, -0.13, -0.07], [0.06, 0.05, -0.03], [-0.29, -0.28, 0.03], [0.02, -0.04, 0.01], [-0.10, 0.09, -0.06], [0.07, 0.02, 0.04], [-0.02, -0.03, 0.01], [-0.05, 0.03, 0.05], [0.00, 0.03, 0.01], [0.01, 0.00, 0.02], [-0.01, 0.07, 0.02], [0.02, -0.03, 0.01], [0.01, 0.04, 0.02], [-0.02, -0.01, -0.07], [0.01, 0.00, 0.00], [0.01, 0.03, -0.05], [-0.03, 0.01, 0.00], [-0.04, 0.04, 0.02], [0.00, -0.06, -0.01], [-0.01, 0.00, -0.01], [-0.08, 0.05, 0.04], [0.01, 0.01, 0.00], [0.04, -0.06, 0.02], [-0.03, 0.00, 0.00], [0.03, 0.10, 0.08], [0.01, 0.02, 0.02], [-0.01, -0.01, -0.01], [0.02, 0.00, -0.01], [0.04, -0.02, -0.01], [-0.02, -0.03, 0.00], [0.09, 0.00, 0.09], [0.01, -0.01, 0.01], [0.01, 0.04, -0.08], [0.15, 0.05, -0.07], [-0.01, -0.01, -0.02], [0.03, -0.01, 0.01], [-0.03, 0.07, 0.00], [0.00, -0.09, -0.02], [-0.01, -0.06, -0.02], [0.13, 0.01, -0.03], [-0.01, -0.02, -0.03], [0.01, -0.01, -0.01], [-0.01, 0.04, 0.00], [0.02, 0.04, -0.02], [0.00, -0.04, -0.03], [0.02, 0.02, -0.03], [-0.01, -0.01, 0.02], [0.03, 0.01, 0.05]], "mulliken_charge": [-0.063, -0.169, 0.146, -0.767, -0.547, -0.314, -0.498, -0.213, -0.446, -0.312, -0.153, -1.050, -1.123, -0.701, -0.343, 0.077, -0.335, 0.382, -1.212, 0.577, -0.973, 0.740, -0.658, -0.653, -0.442, 0.910, -1.295, 0.833, -1.047, -1.244, -1.556, 0.357, 0.479, 0.416, 0.343, 0.081, 0.299, 0.485, -0.928, 0.125, 0.122, 0.367, 0.197, 0.319, 0.364, 0.299, 0.305, -0.432, 0.273, 0.395, 0.364, 0.278, 0.291, 0.422, -0.045, 0.357, 0.354, 0.042, 0.294, 0.014, 0.291, 0.399, 0.328, 0.359, -0.105, 0.358, 0.332, 0.318, 0.413, 0.442, -0.173, 0.653, 0.123, 0.050, 0.431, 0.291, 0.351, -0.238, 0.581, 0.273, 0.327, 0.408]}

{"formula": "C3H5LaO3", "method": "ωB97M-V with the def2-TZVPD basis set", "s2": 0.7509, "de_lowest_kj_mol": 432.4, "total_charge": 1, "multiplicity": 2, "elements": ["La", "O", "O", "O", "C", "C", "C", "H", "H", "H", "H", "H"], "xyz": [[4.53460, 1.06261, -1.93468], [0.75202, -0.52951, -0.94578], [2.36933, 0.85734, -0.22160], [0.32174, 1.01374, 0.56496], [-1.22562, -0.66665, -0.20985], [-0.77913, 0.18555, 0.97409], [1.19335, 0.41591, -0.24563], [-1.58824, -0.05496, -1.04486], [-1.56266, 0.87745, 1.29961], [-2.57094, -0.98930, 0.01197], [-1.01412, -1.73043, -0.05037], [-0.43033, -0.44174, 1.80212]], "atomic_forces_ev_per_a": [[-2.75, -0.42, 1.96], [3.40, 1.46, 0.06], [4.30, 1.54, -1.60], [0.93, 0.97, 0.80], [-7.11, -1.18, 2.68], [-0.59, -0.41, -0.78], [-3.25, -2.88, -1.46], [1.31, -0.90, -0.46], [0.37, -0.16, 0.00], [2.78, 1.17, 0.41], [0.80, 0.63, -1.56], [-0.19, 0.18, -0.04]], "nbo_charge": [1.848, -0.681, -0.912, -0.519, -0.582, -0.095, 0.970, 0.239, 0.206, 0.106, 0.239, 0.182]}

{"formula": "C31H47N8O2PdS", "method": "ωB97M-V with the def2-TZVPD basis set", "s2": 6.0856, "de_lowest_kj_mol": 0.0, "total_charge": 3, "multiplicity": 5, "elements": ["Pd", "S", "O", "O", "N", "N", "N", "N", "N", "N", "N", "N", "C", "C", "C", "C", "C", "C", "C", "C", "C", "C", "C", "C", "C", "C", "C", "C", "C", "C", "C", "C", "C", "C", "C", "C", "C", "C", "C", "C", "C", "C", "C", "H", "H", "H", "H", "H", "H", "H", "H", "H", "H", "H", "H", "H", "H", "H", "H", "H", "H", "H", "H", "H", "H", "H", "H", "H", "H", "H", "H", "H", "H", "H", "H", "H", "H", "H", "H", "H", "H", "H", "H", "H", "H", "H", "H", "H", "H", "H"], "xyz": [[-0.33943, 0.59371, 1.62547], [1.09315, -1.21639, 2.58307], [0.78062, 1.17486, -0.21658], [-7.19963, -0.12083, -6.83929], [-1.01051, -0.87155, -0.01381], [-1.27500, -0.92849, -4.83307], [3.22211, -2.54340, 1.94189], [-2.10380, -1.45180, -5.53446], [-2.16339, 1.88800, 0.94507], [-1.72856, 0.57732, 3.47964], [3.13185, -0.29604, 1.17448], [-0.12528, 2.66438, 2.74897], [-0.82536, 1.06038, 4.54008], [-1.73766, 3.29485, 0.94217], [0.18313, 0.55500, -3.72366], [2.66249, -1.35697, 1.79515], [-0.21136, 2.43415, 4.20373], [-1.20228, -0.99599, -2.41141], [0.29454, 0.66476, -1.29568], [-3.30889, 1.51826, 1.79476], [5.29284, 0.86003, 1.68962], [-5.37962, 0.17043, -5.44985], [3.78547, 2.93033, 1.66282], [5.44248, -3.60448, 3.81827], [4.47756, 0.02849, 0.67280], [-3.40372, -1.16676, -5.74986], [-0.81553, -0.44773, -3.69099], [-2.34609, -2.57475, -1.00567], [-1.82490, -1.90362, 0.10422], [-4.11028, -0.13267, -5.07682], [4.50511, -3.08348, 1.47814], [-1.04683, 3.69990, 2.23908], [0.69482, 1.10409, -2.57708], [-0.66529, -0.41333, -1.24053], [-2.96818, 1.34818, 3.27918], [-7.88545, -0.66152, -7.97721], [5.65062, -2.88294, 2.48063], [4.70018, -2.78536, 4.87322], [5.20072, 2.37672, 1.51860], [-4.05639, -1.91172, -6.75723], [-6.01021, -0.54063, -6.50764], [-5.33860, -1.61610, -7.12540], [-2.03346, -2.11612, -2.26361], [5.84467, 2.83579, 2.26936], [-5.93798, 0.96540, -4.97432], [0.81952, 2.90005, 2.47259], [-2.40249, 1.65159, -0.01107], [-1.80072, 3.91012, 2.99406], [4.33131, 0.58233, -0.25540], [4.75696, -2.65190, 0.51429], [-3.62475, 0.42022, -4.28157], [6.33817, 0.56535, 1.59106], [4.35140, -4.15057, 1.32269], [-1.32265, 1.10927, 5.51247], [3.80022, 4.01926, 1.62280], [3.69617, -2.49620, 4.54906], [5.60263, 2.65638, 0.54249], [-2.97036, -3.44554, -0.86614], [2.50490, 0.50327, 1.17234], [1.42495, 1.90106, -2.62583], [-3.81434, 0.84190, 3.74547], [4.58915, -3.35724, 5.79305], [5.24898, -1.87217, 5.10807], [-8.28047, -1.65275, -7.75283], [2.68886, -3.18380, 2.51338], [-2.06419, -2.22902, 1.10972], [-3.67934, 0.56291, 1.41949], [5.01617, -0.87932, 0.43701], [0.52075, 0.90228, -4.69136], [-1.94957, -0.39161, 3.67625], [0.78020, 2.47694, 4.65320], [-4.11494, 2.25296, 1.70375], [3.35564, 2.62537, 2.62594], [-8.71025, 0.01409, -8.17398], [6.42135, -3.86198, 4.22360], [4.97567, 0.58593, 2.70054], [-2.87178, 2.31495, 3.76764], [-3.51315, -2.71561, -7.23701], [-7.23039, -0.70851, -8.84670], [-0.79439, 3.22898, 4.66804], [-1.04896, 3.41477, 0.10522], [-2.58649, 3.96777, 0.78374], [5.81151, -1.81473, 2.65625], [6.54192, -3.27326, 1.98734], [-0.01840, 0.33142, 4.62489], [-5.83447, -2.21067, -7.87902], [-0.51315, 4.63459, 2.06176], [4.93384, -4.55933, 3.65096], [3.13676, 2.58825, 0.85495], [-2.41051, -2.63016, -3.13946]], "atomic_forces_ev_per_a": [[-0.84, 0.56, -0.43], [-0.31, 0.43, -0.16], [-0.07, -0.05, 0.67], [-0.09, 0.22, 0.11], [-0.06, 0.05, 0.47], [0.02, 0.08, -0.07], [-0.29, -0.06, 0.02], [0.37, -0.75, -0.28], [0.35, -0.26, 0.07], [0.53, -0.46, -0.24], [-0.18, 0.21, 0.17], [0.39, -0.48, -0.21], [0.06, 0.17, 0.11], [0.16, 0.16, 0.09], [-0.19, -0.01, -0.17], [0.47, -0.02, -0.14], [-0.10, -0.17, 0.14], [0.07, -0.01, 0.03], [0.08, 0.05, -0.29], [0.00, -0.03, 0.19], [-0.09, 0.08, -0.12], [-0.13, 0.07, 0.10], [0.13, -0.03, 0.11], [0.05, 0.08, 0.08], [0.44, 0.14, 0.19], [-0.60, 0.42, 0.14], [0.18, 0.25, 0.33], [0.01, -0.03, -0.11], [0.05, 0.01, -0.04], [0.16, -0.03, -0.06], [0.62, 0.04, -0.03], [-0.27, 0.03, -0.29], [-0.02, -0.03, 0.35], [0.02, -0.02, -0.24], [-0.10, 0.15, -0.29], [-0.20, -0.26, -0.25], [-0.25, -0.10, 0.03], [-0.02, -0.05, -0.11], [-0.16, -0.14, 0.01], [0.23, -0.01, 0.08], [0.39, -0.18, 0.02], [-0.24, -0.06, -0.06], [-0.09, 0.01, 0.07], [0.03, 0.02, -0.05], [0.00, -0.01, -0.02], [0.07, 0.16, 0.16], [0.07, -0.13, -0.02], [0.09, -0.01, 0.09], [-0.01, -0.04, 0.00], [-0.16, -0.15, -0.04], [0.01, 0.05, -0.04], [0.00, -0.04, 0.03], [-0.12, 0.01, 0.00], [-0.03, 0.00, -0.02], [-0.07, -0.02, 0.03], [-0.03, 0.01, 0.04], [0.03, 0.01, 0.01], [-0.02, 0.02, 0.02], [-0.11, -0.15, -0.21], [0.02, -0.03, -0.05], [0.03, 0.06, 0.12], [0.01, 0.04, 0.02], [0.00, 0.01, 0.02], [0.07, 0.01, 0.07], [0.00, 0.03, 0.06], [-0.02, -0.01, -0.01], [-0.03, 0.03, -0.06], [-0.12, 0.07, -0.06], [-0.03, 0.02, 0.00], [-0.16, 0.01, 0.10], [0.01, 0.05, -0.03], [-0.04, -0.05, -0.02], [-0.01, 0.06, -0.02], [0.03, 0.03, 0.04], [-0.01, -0.02, -0.02], [0.06, -0.07, 0.02], [0.05, -0.03, 0.05], [0.01, 0.02, -0.02], [0.03, 0.09, 0.05], [0.02, 0.04, -0.05], [-0.01, -0.05, -0.01], [0.00, -0.03, -0.07], [0.06, -0.01, -0.05], [0.02, 0.05, -0.03], [-0.07, -0.07, 0.07], [0.04, 0.06, -0.03], [0.00, 0.01, 0.07], [0.02, -0.01, -0.02], [-0.15, -0.04, -0.12], [-0.04, 0.01, 0.02]], "mulliken_charge": [0.768, -0.256, -0.252, -0.362, 0.410, 0.308, -0.006, -0.904, -0.059, -0.036, 0.336, -0.122, -0.564, -0.761, -0.687, 0.844, -0.697, 0.519, 0.668, -0.756, -0.618, -0.954, -0.656, -0.636, -0.426, 0.264, 0.488, -1.189, -0.612, 0.102, -1.348, -0.835, -1.043, -0.261, -0.774, -0.835, 0.130, -0.938, -0.969, -0.578, 0.762, -0.426, -0.447, 0.388, 0.441, 0.234, 0.254, 0.336, 0.453, 0.443, 0.451, 0.411, 0.519, 0.441, 0.443, 0.137, 0.375, 0.470, -0.454, 0.533, 0.533, 0.394, 0.288, 0.370, 0.405, 0.562, 0.436, 0.065, 0.558, 0.292, 0.447, 0.335, 0.195, 0.251, 0.359, 0.368, 0.248, 0.475, 0.371, 0.385, 0.369, 0.406, -0.044, 0.411, 0.174, 0.468, 0.515, 0.293, 0.048, 0.552]}